Entry from the Open Molecules 2025 dataset: a structure of composition C37H37Br2F5N5O2PbSTe2 (ωB97M-V/def2-TZVPD).

Properties
E_LUMO (alpha / beta)	-0.7076 / -1.2099	eV
max |F|	0.54	eV Å⁻¹
charge	0
DFT total energy	-8630.9358	Ha
spin multiplicity	2
energy above the lowest of the compared OMol25 structures with the same formula, charge and spin	0.0000	eV

Last column: Löwdin charge in e.
Atoms and positions in Å:
Pb (-0.407, -2.035, 1.153)  1.458
Br (-7.356, -2.650, 3.539)  0.784
C (-5.630, -2.299, 2.869)  -0.673
C (-5.299, -2.672, 1.579)  -0.087
C (-4.010, -2.397, 1.154)  -0.111
N (-3.104, -1.794, 1.916)  0.039
C (-3.436, -1.418, 3.151)  -0.199
C (-4.702, -1.665, 3.673)  -0.052
C (-2.385, -0.681, 3.922)  -0.205
C (-2.633, -0.178, 5.191)  -0.056
C (-1.633, 0.546, 5.821)  -0.670
Br (-1.941, 1.245, 7.543)  0.784
C (-0.428, 0.759, 5.186)  -0.067
C (-0.264, 0.208, 3.922)  -0.094
N (-1.210, -0.499, 3.309)  0.042
H (-6.009, -3.161, 0.930)  0.107
H (-3.679, -2.674, 0.159)  0.098
H (-4.975, -1.374, 4.676)  0.099
H (-3.577, -0.328, 5.691)  0.097
H (0.372, 1.324, 5.641)  0.117
H (0.674, 0.340, 3.400)  0.076
C (-2.320, -1.147, -3.023)  -0.009
C (-1.497, -0.721, -1.823)  -0.668
O (-1.546, -1.549, -0.811)  -0.333
N (-0.881, 0.399, -1.923)  -0.126
Te (0.151, 1.298, -0.403)  1.919
C (-0.882, 3.146, -0.861)  -0.266
C (-0.802, 3.818, -2.085)  -0.273
C (-0.076, 3.322, -3.310)  -0.046
C (-1.461, 5.044, -2.197)  -0.014
C (-2.194, 5.591, -1.157)  -0.262
C (-2.880, 6.921, -1.301)  -0.049
C (-2.294, 4.869, 0.027)  -0.013
C (-1.647, 3.654, 0.195)  -0.291
C (-1.807, 2.904, 1.496)  -0.080
C (1.981, 1.521, -1.437)  -0.273
C (2.728, 2.699, -1.275)  -0.273
C (2.310, 3.971, -0.571)  -0.054
C (4.007, 2.743, -1.828)  -0.016
C (4.558, 1.685, -2.525)  -0.255
C (5.938, 1.773, -3.113)  -0.043
C (3.784, 0.547, -2.691)  -0.010
C (2.498, 0.435, -2.179)  -0.278
C (1.768, -0.849, -2.483)  -0.063
H (-2.233, -2.221, -3.186)  0.068
H (-2.013, -0.609, -3.916)  0.077
H (-3.369, -0.919, -2.822)  0.085
H (0.077, 2.248, -3.301)  0.044
H (0.895, 3.809, -3.420)  0.088
H (-0.669, 3.562, -4.194)  0.084
H (-1.400, 5.578, -3.140)  0.119
H (-2.746, 7.329, -2.302)  0.073
H (-2.481, 7.643, -0.586)  0.083
H (-3.951, 6.833, -1.111)  0.081
H (-2.891, 5.264, 0.843)  0.119
H (-2.448, 3.463, 2.177)  0.079
H (-0.845, 2.741, 1.987)  0.056
H (-2.272, 1.928, 1.332)  0.072
H (1.262, 4.033, -0.316)  0.040
H (2.558, 4.820, -1.212)  0.089
H (2.872, 4.074, 0.358)  0.094
H (4.587, 3.651, -1.693)  0.124
H (6.559, 2.478, -2.561)  0.077
H (5.893, 2.113, -4.151)  0.085
H (6.430, 0.801, -3.106)  0.080
H (4.192, -0.296, -3.238)  0.122
H (2.464, -1.555, -2.934)  0.085
H (0.948, -0.677, -3.178)  0.076
H (1.376, -1.314, -1.582)  0.040
F (3.187, -1.900, -0.006)  -0.505
Te (2.991, -0.505, 1.353)  1.897
F (1.072, 2.198, 1.151)  -0.505
F (2.118, -1.942, 2.273)  -0.510
F (4.575, -1.275, 2.110)  -0.511
F (2.661, 0.339, 3.098)  -0.537
O (0.983, -0.416, 0.603)  -1.036
N (-1.777, -4.404, -1.202)  0.096
C (-0.577, -4.987, -0.915)  -0.701
N (0.387, -4.378, -0.299)  0.020
C (1.452, -5.246, -0.066)  -0.303
C (2.644, -4.905, 0.565)  -0.007
C (3.611, -5.883, 0.722)  -0.070
C (3.411, -7.184, 0.257)  -0.094
C (2.232, -7.533, -0.381)  -0.100
C (1.264, -6.551, -0.534)  -0.477
S (-0.303, -6.674, -1.292)  1.075
H (-1.794, -3.383, -1.182)  0.031
H (-2.346, -4.843, -1.905)  0.090
H (2.811, -3.889, 0.901)  0.081
H (4.543, -5.628, 1.209)  0.108
H (4.184, -7.928, 0.392)  0.100
H (2.074, -8.538, -0.748)  0.105


Entry from the Open Molecules 2025 dataset: a structure of composition C42H62AsCsN2OP2S4Si2 (ωB97M-V/def2-TZVPD).

Properties
E_LUMO	3.2724	eV
max |F|	2.49	eV Å⁻¹
charge	-2
DFT total energy	-6932.7695	Ha
energy above the lowest of the compared OMol25 structures with the same formula, charge and spin	0.6827	eV

Last column: Löwdin charge in e.
Atoms and positions in Å:
Cs (-0.836, 0.657, -0.671)  0.789
C (3.110, 0.151, 4.031)  -0.305
P (2.217, -0.595, 2.606)  0.842
C (3.584, -0.597, 1.370)  -0.290
C (2.283, -2.365, 3.150)  -0.452
C (1.845, -3.373, 2.085)  -0.458
P (0.511, -2.702, 1.003)  0.813
C (-0.813, -2.583, 2.276)  -0.303
C (-0.031, -4.250, 0.170)  -0.307
H (3.354, 1.190, 3.795)  0.031
H (4.033, -0.387, 4.268)  0.033
H (2.458, 0.154, 4.907)  0.007
H (4.473, -1.121, 1.736)  0.038
H (3.856, 0.435, 1.137)  0.023
H (3.247, -1.062, 0.441)  0.026
H (1.604, -2.432, 4.005)  0.070
H (3.292, -2.598, 3.507)  0.068
H (1.491, -4.293, 2.562)  0.069
H (2.689, -3.633, 1.437)  0.070
H (-0.779, -3.440, 2.957)  0.043
H (-1.786, -2.563, 1.786)  0.005
H (-0.725, -1.656, 2.848)  0.015
H (-0.285, -5.031, 0.894)  0.033
H (0.750, -4.617, -0.497)  0.030
H (-0.910, -4.030, -0.438)  0.033
C (3.096, 5.129, -1.818)  -0.124
N (2.620, 4.368, -0.673)  -0.050
C (1.563, 4.746, 0.078)  -0.863
S (0.725, 6.208, -0.116)  0.535
N (1.244, 3.893, 1.074)  -0.031
C (1.892, 2.631, 1.381)  -0.130
H (4.177, 4.999, -1.901)  0.072
H (2.864, 6.178, -1.662)  0.030
H (2.621, 4.774, -2.732)  0.051
H (2.731, 3.368, -0.769)  0.096
H (0.298, 3.985, 1.422)  0.078
H (2.975, 2.775, 1.449)  0.084
H (1.674, 1.818, 0.689)  0.037
H (1.513, 2.304, 2.342)  0.008
O (-1.014, 1.815, 1.437)  -0.624
C (-1.964, 2.037, 2.391)  -0.659
C (-1.540, 1.424, 3.748)  -0.450
C (-2.080, 0.396, 4.463)  -0.136
C (-1.306, 0.033, 5.609)  -0.196
C (-0.190, 0.803, 5.747)  -0.445
S (-0.077, 1.952, 4.490)  1.027
C (-3.302, 1.382, 1.998)  -0.446
C (-4.589, 1.805, 2.145)  -0.112
C (-5.543, 0.865, 1.650)  -0.187
C (-4.960, -0.242, 1.118)  -0.403
S (-3.256, -0.147, 1.211)  0.943
C (-2.222, 3.543, 2.576)  -0.473
C (-2.140, 4.467, 1.582)  -0.136
C (-2.481, 5.786, 2.007)  -0.187
C (-2.842, 5.833, 3.318)  -0.433
S (-2.744, 4.282, 4.043)  1.009
H (-3.006, -0.088, 4.178)  0.106
H (-1.578, -0.758, 6.296)  0.089
H (0.559, 0.764, 6.524)  0.053
H (-4.850, 2.766, 2.566)  0.100
H (-6.609, 1.045, 1.628)  0.095
H (-5.427, -1.064, 0.599)  0.066
H (-1.825, 4.213, 0.578)  0.113
H (-2.433, 6.652, 1.361)  0.093
H (-3.119, 6.696, 3.906)  0.048
C (2.254, -1.477, -4.185)  -0.257
Si (2.707, 0.345, -4.359)  0.050
C (3.212, 0.528, -6.165)  -0.251
C (4.305, 0.519, -3.363)  -0.269
As (1.140, 1.747, -3.466)  0.565
Si (0.194, 2.844, -5.238)  0.057
C (1.348, 3.437, -6.609)  -0.252
C (-0.598, 4.393, -4.524)  -0.250
C (-1.178, 1.918, -6.112)  -0.241
H (3.120, -2.120, -4.386)  0.012
H (1.449, -1.742, -4.879)  0.017
H (1.887, -1.687, -3.175)  0.008
H (3.974, -0.223, -6.405)  0.015
H (3.619, 1.522, -6.371)  0.011
H (2.358, 0.377, -6.834)  0.015
H (5.038, -0.263, -3.601)  0.012
H (4.079, 0.467, -2.292)  0.000
H (4.757, 1.499, -3.550)  0.010
H (2.267, 3.864, -6.196)  0.014
H (0.838, 4.209, -7.198)  0.015
H (1.630, 2.624, -7.283)  -0.001
H (0.164, 5.117, -4.218)  0.015
H (-1.186, 4.159, -3.631)  0.008
H (-1.263, 4.868, -5.256)  0.021
H (-1.573, 2.518, -6.941)  0.021
H (-1.997, 1.697, -5.421)  0.015
H (-0.831, 0.958, -6.508)  0.020
C (-4.289, -1.142, -7.258)  -0.132
C (-3.456, -2.093, -6.683)  -0.119
C (-3.126, -2.009, -5.335)  -0.064
C (-3.611, -0.982, -4.522)  -0.215
C (-4.445, -0.030, -5.118)  -0.036
C (-4.776, -0.109, -6.463)  -0.104
C (-3.214, -0.928, -3.084)  -0.162
C (-3.530, -0.029, -2.157)  -0.197
C (-4.398, 1.094, -2.098)  -0.316
C (-5.795, 0.934, -1.878)  -0.093
C (-6.620, 2.007, -1.601)  -0.141
C (-6.121, 3.306, -1.514)  -0.146
C (-4.765, 3.497, -1.770)  -0.118
C (-3.924, 2.438, -2.066)  -0.067
H (-4.540, -1.194, -8.310)  0.081
H (-3.050, -2.897, -7.287)  0.086
H (-2.460, -2.745, -4.895)  0.099
H (-4.822, 0.787, -4.516)  0.103
H (-5.414, 0.652, -6.899)  0.092
H (-2.549, -1.757, -2.811)  0.064
H (-6.205, -0.070, -1.913)  0.102
H (-7.677, 1.826, -1.427)  0.086
H (-6.766, 4.141, -1.271)  0.073
H (-4.349, 4.498, -1.741)  0.094
H (-2.878, 2.628, -2.281)  0.080


Entry from the Open Molecules 2025 dataset: a structure of composition C38H55N11O8RbS2Se2 (ωB97M-V/def2-TZVPD).

Properties
E_LUMO	1.5561	eV
max |F|	1.01	eV Å⁻¹
charge	-1
DFT total energy	-8308.3899	Ha

Last column: Löwdin charge in e.
Atoms and positions in Å:
Rb (-0.037, 0.293, 0.756)  0.698
C (1.909, -1.403, -2.433)  -0.116
O (2.184, -0.749, -1.219)  -0.255
C (3.138, 0.283, -1.367)  -0.215
C (3.730, 0.610, -0.016)  -0.186
O (2.853, 1.334, 0.850)  -0.213
C (3.172, 2.701, 1.020)  -0.182
C (2.523, 3.624, 0.017)  -0.207
O (1.140, 3.662, 0.254)  -0.197
C (0.483, 4.540, -0.632)  -0.098
H (2.824, -1.835, -2.859)  0.084
H (1.471, -0.714, -3.168)  0.068
H (1.222, -2.220, -2.214)  0.074
H (2.677, 1.158, -1.841)  0.099
H (3.959, -0.068, -2.010)  0.129
H (4.655, 1.180, -0.159)  0.126
H (3.958, -0.333, 0.482)  0.046
H (4.259, 2.838, 0.984)  0.127
H (2.829, 2.980, 2.019)  0.113
H (2.731, 3.301, -1.013)  0.125
H (2.952, 4.631, 0.145)  0.130
H (0.931, 5.542, -0.585)  0.092
H (-0.557, 4.602, -0.323)  0.065
H (0.536, 4.168, -1.661)  0.080
C (-2.256, 1.535, 5.032)  -0.236
Se (-1.297, 0.110, 4.186)  1.193
C (-0.724, -0.820, 5.799)  -0.403
C (-0.963, -2.313, 5.639)  -0.531
Se (-0.353, -3.017, 3.920)  0.933
C (1.355, -3.750, 4.488)  -0.420
H (-1.612, 1.985, 5.785)  0.049
H (-3.109, 0.996, 5.458)  0.037
H (-2.553, 2.242, 4.265)  0.019
H (-1.301, -0.404, 6.624)  0.078
H (0.333, -0.569, 5.916)  0.073
H (-2.034, -2.494, 5.691)  0.044
H (-0.442, -2.854, 6.430)  0.067
H (1.193, -4.493, 5.267)  0.016
H (2.031, -2.970, 4.828)  0.009
H (1.798, -4.213, 3.610)  -0.022
N (-3.289, 6.495, -3.088)  0.084
C (-3.158, 5.514, -2.095)  -0.327
C (-2.813, 4.208, -2.430)  -0.035
C (-2.717, 3.236, -1.447)  -0.070
C (-2.960, 3.554, -0.121)  -0.282
C (-3.347, 4.844, 0.217)  -0.071
C (-3.441, 5.817, -0.761)  -0.032
S (-2.829, 2.285, 1.119)  0.554
O (-3.937, 2.508, 2.017)  -0.295
O (-2.786, 1.041, 0.360)  -0.422
N (-1.445, 2.297, 1.878)  -0.248
C (-0.818, 3.314, 2.486)  -0.502
N (0.220, 2.917, 3.273)  0.105
C (0.955, 3.862, 3.828)  -0.156
C (0.703, 5.216, 3.655)  -0.071
C (-0.412, 5.518, 2.893)  -0.143
N (-1.181, 4.603, 2.323)  0.139
H (-2.715, 6.332, -3.900)  0.079
H (-3.169, 7.437, -2.747)  0.080
H (-2.622, 3.953, -3.467)  0.100
H (-2.460, 2.218, -1.696)  0.081
H (-3.559, 5.082, 1.248)  0.106
H (-3.742, 6.824, -0.494)  0.107
H (1.783, 3.515, 4.442)  0.108
H (1.317, 5.980, 4.110)  0.087
H (-0.711, 6.552, 2.738)  0.105
S (3.149, -2.317, 1.896)  0.589
C (2.556, -3.642, 1.039)  -0.935
N (3.062, -4.834, 0.997)  0.004
N (2.308, -5.744, 0.177)  -0.027
C (2.674, -5.853, -1.158)  -0.282
C (3.323, -4.820, -1.841)  -0.040
C (3.586, -4.943, -3.198)  -0.107
C (3.217, -6.076, -3.909)  -0.130
C (2.579, -7.108, -3.229)  -0.120
C (2.312, -7.003, -1.876)  -0.055
N (1.391, -3.400, 0.193)  0.050
N (0.336, -3.424, 0.822)  0.063
C (-0.826, -3.278, 0.006)  -0.256
C (-1.846, -2.450, 0.450)  -0.068
C (-3.027, -2.361, -0.279)  -0.065
C (-3.205, -3.153, -1.405)  -0.111
C (-2.182, -3.991, -1.837)  -0.100
C (-0.979, -4.042, -1.148)  -0.023
H (2.307, -6.640, 0.644)  0.117
H (3.623, -3.934, -1.299)  0.096
H (4.095, -4.132, -3.706)  0.094
H (3.428, -6.160, -4.967)  0.086
H (2.285, -8.008, -3.756)  0.093
H (1.806, -7.810, -1.357)  0.102
H (-1.764, -1.902, 1.382)  0.063
H (-3.803, -1.687, 0.060)  0.115
H (-4.143, -3.119, -1.945)  0.103
H (-2.324, -4.619, -2.709)  0.101
H (-0.172, -4.697, -1.456)  0.107
N (2.395, 0.561, 3.887)  0.048
H (2.852, 0.632, 2.981)  -0.020
H (1.486, 0.993, 3.734)  -0.056
H (2.230, -0.438, 3.988)  -0.033
O (-2.672, -0.909, 3.781)  -0.591
O (-3.580, -0.974, 4.902)  -0.361
N (0.153, 1.409, -2.123)  0.202
C (-0.625, 1.009, -2.880)  -0.282
N (-1.528, 0.492, -3.689)  -0.075
C (-1.789, 1.046, -5.013)  -0.115
C (-1.278, 0.080, -6.070)  -0.191
O (-1.822, -1.210, -5.876)  -0.122
C (-1.428, -1.754, -4.621)  -0.166
C (-1.945, -0.899, -3.481)  -0.096
H (-1.296, 2.015, -5.097)  0.129
H (-2.867, 1.189, -5.125)  0.132
H (-0.181, 0.035, -6.027)  0.130
H (-1.578, 0.405, -7.066)  0.126
H (-0.333, -1.819, -4.572)  0.125
H (-1.840, -2.759, -4.565)  0.122
H (-1.562, -1.245, -2.523)  0.119
H (-3.036, -0.930, -3.442)  0.136


Entry from the Open Molecules 2025 dataset: a cluster of 2 separate species, C5H14 in total (ωB97M-V/def2-TZVPD).

Properties
E_LUMO	1.1377	eV
max |F|	3.45	eV Å⁻¹
SMILES	CCC.CC
charge	0
DFT total energy	-198.8431	Ha
energy above the lowest of the compared OMol25 structures with the same formula, charge and spin	1.2529	eV

Last column: natural (NBO) charge in e.
Atoms and positions in Å:
C (-1.480, -0.802, 1.320)  -0.618
C (-1.794, 0.610, 0.734)  -0.404
C (-1.698, 0.750, -0.816)  -0.607
H (-1.332, -1.467, 0.486)  0.207
H (-0.519, -0.569, 1.798)  0.205
H (-2.149, -1.152, 2.110)  0.213
H (-1.199, 1.429, 1.116)  0.199
H (-2.875, 0.691, 0.906)  0.197
H (-2.441, 1.395, -1.269)  0.210
H (-1.713, -0.228, -1.319)  0.198
H (-0.705, 1.146, -1.003)  0.198
C (2.138, -0.080, 0.120)  -0.626
C (2.603, -0.416, -1.240)  -0.646
H (2.601, 0.779, 0.627)  0.211
H (1.098, 0.198, 0.277)  0.210
H (2.293, -0.896, 0.840)  0.208
H (2.711, 0.473, -1.870)  0.206
H (2.115, -1.146, -1.885)  0.218
H (3.548, -0.970, -1.482)  0.218